1.
DFT (ωB97M-V/def2-TZVPD) results for a 2-piece molecular cluster, C4H5NO3 overall.

Structure (XYZ):
```
13
C4H5NO3 ωB97M-V/def2-TZVPD
C 1.32 -1.12 0.28
C -0.08 -0.89 0.17
C -0.17 0.85 -1.29
C -1.15 1.32 0.92
H 1.73 -2.55 -0.02
H -0.43 -1.35 0.97
H -0.45 -1.63 -0.53
H 0.45 -0.09 -1.63
H -1.16 2.54 0.80
N -0.50 0.50 -0.14
O 2.14 -0.13 0.55
O -0.19 1.93 -1.98
O -1.51 0.63 1.89
```

Energy above the lowest of the compared OMol25 structures with the same formula, charge and spin (kJ/mol): 502.5
LUMO energy (eV): -0.2
HOMO energy (eV): -10.1
Gap between HOMO and LUMO (eV): 9.9

2.
DFT (ωB97M-V/def2-TZVPD) results for one molecule with the formula C4H5NO3.

Structure (XYZ):
```
13
C4H5NO3 ωB97M-V/def2-TZVPD
O -0.95 1.19 -1.86
C -0.89 0.34 -1.03
C -0.26 0.62 0.69
O -1.23 0.02 1.45
C 1.01 -0.12 0.65
N 1.01 -1.44 0.02
C 1.25 -0.40 -0.84
O 1.91 -0.05 -1.78
H -1.62 -0.50 -0.96
H -0.16 1.70 0.81
H -2.03 0.57 1.48
H 1.79 0.09 1.36
H 0.17 -2.02 0.00
```

Energy above the lowest of the compared OMol25 structures with the same formula, charge and spin (kJ/mol): 434.1
LUMO energy (eV): -0.4
Structure (SMILES): O=C[C@@H](O)[C@H]1NC1=O
HOMO energy (eV): -9.1
Gap between HOMO and LUMO (eV): 8.7

3.
DFT (ωB97M-V/def2-TZVPD) results for a 2-piece molecular cluster, C4H5NO3 overall.

Structure (XYZ):
```
13
C4H5NO3 ωB97M-V/def2-TZVPD
C -0.62 2.24 0.40
C -0.37 1.23 -0.14
C -1.21 -1.58 -0.03
C 0.27 0.13 -0.78
N 1.99 0.18 0.38
O 2.83 0.89 -0.12
O 1.79 -0.51 1.33
O -0.15 -1.17 -0.78
H -0.77 3.06 1.11
H -1.61 -2.50 -0.47
H -2.01 -0.72 -0.16
H -0.92 -1.67 0.99
H 0.78 0.42 -1.73
```

Energy above the lowest of the compared OMol25 structures with the same formula, charge and spin (kJ/mol): 739.5
LUMO energy (alpha / beta) (eV): 0.0 / 0.0
HOMO energy (alpha / beta) (eV): -8.5 / -8.5
Gap between HOMO and LUMO (alpha / beta) (eV): 8.5 / 8.5

4.
DFT (ωB97M-V/def2-TZVPD) results for an isolated ion of composition C4H5NO3PS and charge -1.

Structure (XYZ):
```
15
C4H5NO3PS ωB97M-V/def2-TZVPD
C -1.70 0.20 1.05
C -2.79 0.77 0.55
C -0.85 0.51 -1.04
C 2.57 -0.49 -0.78
N -0.69 -0.03 0.13
O 0.74 -0.61 2.42
O -0.10 0.60 -1.98
O 1.99 -0.20 0.48
P 0.77 -1.08 1.03
S -2.54 1.22 -1.17
H -1.68 -0.43 1.91
H -3.63 1.02 1.02
H 3.17 -1.37 -0.91
H 3.09 0.41 -1.29
H 1.67 -0.55 -1.41
```

LUMO energy (alpha / beta) (eV): 3.2 / 1.9
Multiplicity: 3
Net charge: -1
HOMO energy (alpha / beta) (eV): -0.8 / -4.2
Gap between HOMO and LUMO (alpha / beta) (eV): 4.0 / 6.2

5.
DFT (ωB97M-V/def2-TZVPD) results for one molecule with the formula C4H5NO3S.

Structure (XYZ):
```
14
C4H5NO3S ωB97M-V/def2-TZVPD
C -0.28 -1.62 1.53
C 0.09 -0.48 0.65
C 0.12 -0.49 -0.71
C 0.13 0.77 -1.39
N -0.25 1.86 -0.49
S 1.04 1.90 0.68
O 0.59 0.51 1.55
O 0.98 0.98 -2.46
O -0.37 0.81 -2.70
H -0.20 -2.56 1.08
H -1.40 -1.48 1.84
H 0.30 -1.58 2.44
H -0.26 -1.37 -1.22
H -0.49 2.75 -0.81
```

Energy above the lowest of the compared OMol25 structures with the same formula, charge and spin (kJ/mol): 482.7
LUMO energy (eV): 0.5
Structure (SMILES): CC1=CC2(NSO1)OO2
HOMO energy (eV): -9.0
Gap between HOMO and LUMO (eV): 9.5

6.
DFT (ωB97M-V/def2-TZVPD) results for one molecule with the formula C4H5NO3S.

Structure (XYZ):
```
14
C4H5NO3S ωB97M-V/def2-TZVPD
O -0.99 -1.12 -2.65
C -1.70 -1.22 -1.68
O -1.36 -0.71 -0.49
C -0.40 0.50 -0.62
N 0.93 0.17 -0.59
C 1.55 0.09 0.64
O 2.64 -0.40 0.65
C 0.68 0.72 1.76
S -0.72 1.48 0.86
H -2.62 -1.78 -1.53
H -0.83 1.06 -1.61
H 1.16 -0.41 -1.37
H 0.40 -0.08 2.33
H 1.44 1.48 2.19
```

Energy above the lowest of the compared OMol25 structures with the same formula, charge and spin (kJ/mol): 0.0
LUMO energy (eV): 0.6
Structure (SMILES): O=CO[C@@H]1NC(=O)CS1
HOMO energy (eV): -9.7
Gap between HOMO and LUMO (eV): 10.3